Entry 1:
17
Properties=species:S:1:pos:R:3 method="wB97M-V/def2-TZVPD" homo_energy_ev=-14.31 charge=+1 total_energy_ev=-12832.130 homo_lumo_gap_ev=11.105
O -1.86 1.52 -0.18
O -2.77 -0.60 0.45
N -0.48 -0.32 0.20
N -2.87 0.54 -0.40
N 0.47 1.70 -0.10
C 0.95 -0.59 0.26
C -1.59 -1.31 0.06
C 1.55 0.77 -0.15
C -0.67 0.97 -0.09
H 2.39 0.95 0.62
H -1.36 -2.08 0.86
H 2.01 0.69 -1.13
H 0.47 2.60 -0.53
H 1.00 -1.04 1.35
H 1.15 -1.54 -0.47
H -1.38 -1.53 -0.99
H -3.60 1.16 -0.10

***

Entry 2:
13
Properties=species:S:1:pos:R:3 method="wB97M-V/def2-TZVPD" homo_energy_ev=-9.58 total_energy_ev=-6324.034 homo_lumo_gap_ev=10.751
O -0.27 1.39 -0.04
C 1.54 -0.21 0.18
C -1.24 0.54 0.58
C -0.94 -0.57 -0.43
C 0.35 0.24 -0.65
H 2.29 0.59 0.20
H -2.24 0.98 0.62
H -0.85 -1.60 -0.07
H 1.25 -0.42 1.22
H -0.92 0.27 1.60
H -1.61 -0.53 -1.29
H 2.00 -1.11 -0.23
H 0.64 0.44 -1.69

***

In the order shown, the computed ΔE to the lowest compared entry with this formula, charge and spin values come out to 496.0 109.4 kJ/mol.